(1)
The following is a DFT calculation (the ωB97M-V functional and the def2-TZVPD basis) of one molecule with the formula C5H7NO.

Structure (SMILES): O=C1CC=CCN1
Gap between HOMO and LUMO, eV: 10.28
HOMO level, eV: -9.4302
DFT total energy, hartree: -324.72003
Energy relative to the best compared isomer or geometry (same formula, charge and spin), kJ/mol: 11.6

The geometry in ORCA input format:
```
! wB97M-V def2-TZVPD RIJCOSX def2/J DEFGRID3
* xyz 0 1
O 0.351 -1.477 -2.194
N 1.010 0.245 -0.890
C 1.066 0.971 0.365
C -1.062 -0.183 0.934
C -0.118 0.699 1.241
C -1.109 -0.889 -0.390
C 0.149 -0.760 -1.229
H 1.169 2.047 0.167
H -1.325 -1.956 -0.286
H 1.963 0.668 0.926
H -1.929 -0.477 -0.995
H -1.852 -0.404 1.647
H -0.140 1.234 2.188
H 1.826 0.281 -1.486
*
```



(2)
The following is a DFT calculation (the ωB97M-V functional and the def2-TZVPD basis) of one molecule with the formula C5H7NO.

Gap between HOMO and LUMO, eV: 8.73
HOMO level, eV: -8.4980
DFT total energy, hartree: -324.61171
Energy relative to the best compared isomer or geometry (same formula, charge and spin), kJ/mol: 296.0

The geometry in ORCA input format:
```
! wB97M-V def2-TZVPD RIJCOSX def2/J DEFGRID3
* xyz 0 1
O 0.795 -2.164 -1.364
N 0.951 0.046 -0.864
C -1.422 -0.211 0.830
C 0.477 -1.217 -0.667
C -0.523 -1.340 0.480
C 0.618 1.165 -0.006
C -0.847 1.071 0.417
H -1.027 -2.301 0.403
H 0.812 2.094 -0.547
H -1.174 1.911 1.030
H 1.247 1.182 0.896
H 1.645 0.149 -1.590
H -1.544 1.111 -0.446
H 0.051 -1.383 1.426
*
```